A structure of composition C12H5Cl5InN2O3 in a non-equilibrium geometry. Source: OMol25; level of theory: the ωB97M-V functional and the def2-TZVPD basis.

- Net charge: +1
- Calculated total energy: -89423.65634 eV
- HOMO: -12.00 eV
- E_LUMO: -5.49 eV

Each line ends with the Mulliken charge.
Element x y z (Å)
C1 -3.18613 -4.20707 2.32821  -0.051
N1 0.37865 1.83737 -1.13146  0.922
C2 1.64349 3.41435 -2.49983  -0.379
In1 -1.48684 0.28287 0.20801  1.041
C3 -1.71506 -1.91453 2.71784  0.891
C4 2.71502 1.39603 -1.65172  -0.488
C5 3.95498 2.95812 -2.99892  -0.520
Cl1 -1.87700 -2.01092 5.40702  -0.150
Cl2 -0.84909 -0.41676 2.87887  -0.210
H1 0.76693 4.03958 -2.58345  0.454
H2 4.76659 1.14473 -2.18642  0.383
Cl3 -3.44568 -4.67403 4.97386  -0.144
C6 -2.73772 -3.47774 1.23005  0.421
O1 0.36127 0.67286 -0.52223  -0.597
C7 3.89496 1.77723 -2.27346  -0.490
H3 2.65234 0.48054 -1.08502  0.451
N2 -0.62685 2.58680 -1.16734  -0.270
Cl4 -4.09493 -5.63180 2.08915  -0.137
H4 4.87771 3.24686 -3.48201  0.401
C8 -2.18471 -2.59940 3.83171  -0.336
C9 -1.96501 -2.33528 1.42156  -0.068
C10 2.83269 3.77075 -3.10975  -0.507
O2 -1.47610 -1.66467 0.36184  -0.647
O3 -1.69875 2.11854 -0.54854  -0.413
C11 1.62039 2.22944 -1.78332  0.651
C12 -2.90238 -3.77188 3.62879  0.540
H5 2.87996 4.69003 -3.67590  0.392
Cl5 -3.09876 -3.94201 -0.37756  -0.143